Below is C28H38I2N4O3Ti as an isolated structure, with properties calculated with wB97M-V/def2-TZVPD.

## Properties
E_HOMO = -6.436 eV
ΔE to the lowest compared entry with this formula, charge and spin = 2.017 eV
gap between HOMO and LUMO = 6.449 eV
lowest unoccupied orbital energy = 0.0127 eV
charge = 0
total energy = -2979.35681 Eh

```
76
Properties=species:S:1:pos:R:3:mulliken_charge:R:1
Ti 0.139 -0.638 0.251 -0.64
N 3.770 1.312 1.624 -0.66
C 3.089 2.329 2.447 0.22
C 2.229 1.689 3.536 -1.88
C 0.871 1.156 3.087 0.49
N 0.995 -0.075 2.294 0.54
C 0.119 2.247 2.319 -1.01
C 0.900 2.807 1.131 0.40
N 0.967 1.788 0.073 0.41
C 2.280 3.291 1.576 -1.70
H 4.251 0.658 2.235 0.26
H 4.496 1.767 1.079 0.30
H 2.975 0.216 0.443 0.26
H 3.848 2.930 2.962 0.37
H 2.042 2.456 4.293 0.52
H 2.797 0.897 4.037 0.43
H 0.295 0.951 3.998 0.38
H 0.016 -0.505 2.234 -0.03
H 1.602 -0.749 2.748 0.21
H -0.101 3.062 3.013 0.63
H -0.840 1.857 1.971 -0.17
H 0.366 3.693 0.766 0.46
H 1.501 2.110 -0.728 0.29
H 0.012 1.665 -0.268 -0.61
H 2.125 4.204 2.157 0.52
H 2.874 3.581 0.703 0.44
I 0.980 -1.446 -4.360 0.04
C -0.424 0.004 -3.854 -0.79
C -1.135 0.664 -4.873 -0.37
C -2.101 1.577 -4.567 -0.30
I -3.156 2.469 -6.141 0.05
C -2.363 1.920 -3.218 0.86
C -3.334 2.857 -2.793 -0.74
C -3.456 3.164 -1.470 -1.18
C -2.567 2.570 -0.554 -0.29
N -1.678 1.680 -0.907 0.10
C -1.596 1.294 -2.204 0.45
C -0.662 0.245 -2.517 -0.12
O -0.077 -0.446 -1.568 0.11
H -0.920 0.423 -5.905 0.37
H -3.971 3.330 -3.528 0.18
H -4.200 3.868 -1.124 0.46
H -2.593 2.844 0.497 0.45
C 4.958 -0.501 -0.787 -1.20
C 3.566 -1.076 -0.927 0.74
O 3.307 -1.985 -1.660 -0.56
O 2.618 -0.487 -0.171 0.11
H 5.618 -1.014 -1.481 0.35
H 5.327 -0.643 0.229 0.29
H 4.955 0.566 -1.013 0.25
C -1.875 -2.615 2.878 -2.44
C -2.524 -1.843 1.724 3.02
C -2.932 -2.860 0.640 -1.53
C -1.556 -0.798 1.154 -0.16
C -3.797 -1.121 2.176 -0.51
C -4.301 -1.176 3.470 -0.36
C -5.456 -0.481 3.825 -0.82
C -6.133 0.282 2.891 -0.40
C -5.643 0.346 1.590 -0.92
C -4.495 -0.344 1.244 0.15
H -0.967 -3.100 2.522 0.23
H -2.540 -3.387 3.276 0.59
H -1.601 -1.942 3.695 0.45
H -2.059 -3.401 0.279 0.34
H -3.383 -2.356 -0.214 0.25
H -3.654 -3.579 1.038 0.47
H -1.962 0.210 1.318 0.39
H -3.800 -1.763 4.227 0.38
H -5.823 -0.542 4.842 0.38
H -7.032 0.818 3.166 0.39
H -6.162 0.935 0.843 0.39
H -4.114 -0.275 0.231 0.26
C 0.748 -2.638 0.330 -1.32
H 1.500 -2.784 1.116 0.30
H 1.233 -2.836 -0.630 0.41
H -0.039 -3.377 0.475 0.36
```

Below is C3H5FO3 in the gas phase, with properties calculated with wB97M-V/def2-TZVPD.

## Properties
structure (SMILES) = C[C@H]1OOO[C@H]1F
E_HOMO = -9.499 eV
ΔE to the lowest compared entry with this formula, charge and spin = 6.435 eV
gap between HOMO and LUMO = 10.283 eV
lowest unoccupied orbital energy = 0.7832 eV
charge = 0
total energy = -442.66356 Eh

```
12
Properties=species:S:1:pos:R:3:nbo_charge:R:1
C 0.487 0.462 0.531 -0.64
C -0.698 0.203 -0.361 0.00
O -1.164 1.420 -1.080 -0.25
O -2.069 0.937 -2.043 -0.02
O -1.512 -0.304 -2.562 -0.31
C -0.408 -0.836 -1.430 0.43
F 0.715 -0.683 -2.078 -0.30
H 1.233 1.072 0.045 0.24
H 0.922 -0.472 0.616 0.22
H 0.341 1.069 1.378 0.24
H -1.620 -0.115 0.257 0.21
H -0.727 -1.916 -1.348 0.20
```

Below is C41H48BrClN5O4S2W as an isolated structure, with properties calculated with wB97M-V/def2-TZVPD.

## Properties
E_HOMO (spin up / spin down) = -9.742 / -10.186 eV
ΔE to the lowest compared entry with this formula, charge and spin = 1.141 eV
gap between HOMO and LUMO (spin up / spin down) = 6.663 / 7.015 eV
lowest unoccupied orbital energy (spin up / spin down) = -3.0788 / -3.1704 eV
charge = +1
total energy = -6063.42912 Eh
multiplicity = 3

```
103
Properties=species:S:1:pos:R:3:mulliken_spin:R:1
W -0.871 -0.644 -0.770 1.86
S -2.594 -4.877 -1.809 0.01
C -2.610 -4.782 -0.071 -0.01
C -3.015 -5.750 0.838 0.00
C -3.041 -5.410 2.176 0.00
C -2.680 -4.124 2.591 0.00
C -2.259 -3.172 1.686 0.00
C -2.197 -3.511 0.334 0.00
N -1.821 -2.678 -0.726 -0.04
C -2.071 -3.239 -1.892 0.07
C -1.951 -2.446 -3.087 0.00
C -2.235 -2.949 -4.357 -0.02
C -2.157 -2.114 -5.452 0.03
C -1.792 -0.786 -5.257 -0.02
C -1.486 -0.312 -3.986 0.09
C -1.554 -1.112 -2.843 -0.15
H -3.321 -6.731 0.502 0.00
H -3.358 -6.140 2.907 0.00
H -2.728 -3.870 3.641 0.00
H -1.990 -2.178 2.012 0.01
H -2.533 -3.985 -4.478 0.00
H -2.387 -2.482 -6.443 0.00
H -1.738 -0.112 -6.102 0.00
H -1.177 0.721 -3.911 0.02
C 3.306 0.891 6.209 0.00
C 1.994 0.102 6.081 0.00
C 2.241 -1.328 6.562 0.00
C 0.927 0.740 6.983 0.00
C 1.516 0.139 4.633 0.01
C 1.396 -0.993 3.846 0.00
C 0.927 -0.865 2.554 -0.01
Br 0.845 -2.442 1.484 0.02
C 0.527 0.338 1.960 0.04
O -0.071 0.325 0.769 0.07
C 0.759 1.510 2.722 0.00
C 1.209 1.354 4.028 -0.01
C 0.593 2.958 2.229 0.00
C 0.230 3.088 0.754 0.00
C -0.492 3.664 3.055 0.00
C 1.929 3.699 2.420 0.00
H 3.651 0.876 7.244 0.00
H 3.181 1.933 5.912 0.00
H 4.083 0.450 5.581 0.00
H 2.551 -1.311 7.607 0.00
H 3.034 -1.811 5.988 0.00
H 1.336 -1.934 6.492 0.00
H 1.253 0.714 8.025 0.00
H -0.017 0.198 6.905 0.00
H 0.744 1.782 6.718 0.00
H 1.661 -1.975 4.210 0.00
H 1.339 2.253 4.617 0.00
H -0.770 2.707 0.570 0.00
H 0.933 2.553 0.115 0.00
H 0.249 4.143 0.472 0.00
H -1.453 3.153 2.953 0.00
H -0.614 4.692 2.709 0.00
H -0.237 3.691 4.115 0.00
H 2.719 3.217 1.842 0.00
H 2.245 3.733 3.461 0.00
H 1.827 4.728 2.070 0.00
Cl 1.204 6.828 -4.597 0.00
C 0.579 5.418 -3.822 0.00
C -0.736 5.408 -3.378 0.00
C -1.230 4.277 -2.752 0.00
C -0.417 3.163 -2.575 0.00
C 0.899 3.185 -3.027 0.00
C 1.402 4.313 -3.650 0.00
C -0.963 1.970 -1.884 0.00
O -0.173 0.931 -1.832 -0.04
O -2.087 1.941 -1.391 -0.02
H -1.359 6.279 -3.522 0.00
H -2.250 4.245 -2.394 0.00
H 1.530 2.320 -2.873 0.00
H 2.425 4.347 -3.998 0.00
C -5.102 -0.318 1.074 0.00
S -3.869 0.576 0.142 0.02
C -3.554 1.880 1.320 0.00
O -2.669 -0.382 0.293 0.07
H -4.708 -0.569 2.057 0.00
H -5.338 -1.223 0.518 0.00
H -5.990 0.308 1.152 0.00
H -4.463 2.473 1.423 0.00
H -2.757 2.491 0.907 0.00
H -3.262 1.433 2.269 0.00
C 3.784 -0.688 -5.081 0.00
C 3.282 -2.128 -5.164 0.00
C 1.868 -2.191 -5.738 0.00
C 3.389 -2.840 -3.809 0.00
N 2.610 -2.185 -2.762 0.00
C 1.300 -2.224 -2.536 0.02
N 1.043 -1.394 -1.551 -0.04
N 2.229 -0.837 -1.181 0.02
N 3.160 -1.307 -1.911 0.00
H 3.801 -0.236 -6.072 0.00
H 4.790 -0.639 -4.664 0.00
H 3.127 -0.082 -4.453 0.00
H 3.945 -2.691 -5.827 0.00
H 1.168 -1.590 -5.154 0.00
H 1.495 -3.217 -5.779 0.00
H 1.858 -1.793 -6.753 0.00
H 4.420 -2.840 -3.462 0.00
H 3.044 -3.871 -3.886 0.00
H 0.587 -2.825 -3.073 0.00
```

Below is CH2N2O2S2 in the gas phase, with properties calculated with wB97M-V/def2-TZVPD.

## Properties
structure (SMILES) = NS(=O)(=O)N=C=S
E_HOMO = -10.164 eV
ΔE to the lowest compared entry with this formula, charge and spin = 0.000 eV
gap between HOMO and LUMO = 10.093 eV
lowest unoccupied orbital energy = -0.0703 eV
charge = 0
total energy = -1095.64983 Eh

```
9
Properties=species:S:1:pos:R:3:nbo_charge:R:1
N -1.654 -0.257 0.041 -1.08
S -0.199 0.489 -0.065 2.43
O -0.028 1.368 1.040 -0.91
O 0.010 0.938 -1.399 -0.91
N 0.777 -0.847 0.183 -0.75
C 1.978 -0.739 0.129 0.23
S 3.497 -0.582 0.049 0.16
H -2.216 -0.038 0.842 0.42
H -2.165 -0.333 -0.819 0.42
```

Below is C20H26N4O3Re as an isolated structure, with properties calculated with wB97M-V/def2-TZVPD.

## Properties
E_HOMO (spin up / spin down) = -21.054 / -21.011 eV
ΔE to the lowest compared entry with this formula, charge and spin = 0.000 eV
gap between HOMO and LUMO (spin up / spin down) = 7.605 / 4.546 eV
lowest unoccupied orbital energy (spin up / spin down) = -13.4493 / -16.4656 eV
charge = +4
total energy = -1299.07513 Eh
multiplicity = 4

```
54
Properties=species:S:1:pos:R:3:nbo_charge:R:1
N -0.251 -1.425 -1.506 -0.57
C -0.730 -2.483 -1.452 0.62
C -1.263 -3.817 -1.406 -0.77
H -0.574 -4.457 -0.838 0.32
H -1.371 -4.200 -2.429 0.32
H -2.245 -3.795 -0.914 0.32
N -0.175 1.782 -2.527 -0.50
C -0.467 2.563 -3.349 0.70
C -1.234 3.685 -3.834 -0.77
H -1.544 3.451 -4.863 0.33
H -0.584 4.569 -3.853 0.34
H -2.111 3.859 -3.202 0.33
N 2.155 0.794 -0.229 -0.57
C 3.005 1.010 0.535 0.61
C 4.093 1.228 1.449 -0.77
H 3.872 2.108 2.069 0.32
H 5.016 1.400 0.877 0.32
H 4.208 0.341 2.086 0.32
Re -0.006 0.787 -0.987 0.97
C 0.042 2.446 0.033 0.63
O 0.166 3.439 0.642 -0.27
C -1.942 0.600 -0.907 0.64
O -3.096 0.397 -0.887 -0.27
C 1.230 -1.104 -3.826 0.05
C 2.185 -1.542 -2.900 -0.20
C 3.127 -0.650 -2.399 -0.15
C 3.117 0.687 -2.820 0.04
C 2.126 1.129 -3.684 -0.17
C 1.186 0.237 -4.187 -0.18
H 0.538 -1.812 -4.279 0.27
H 2.220 -2.589 -2.601 0.27
H 3.894 -1.004 -1.711 0.27
H 3.895 1.373 -2.486 0.27
H 2.127 2.173 -4.008 0.25
H 0.442 0.566 -4.915 0.26
O 0.038 -0.325 0.938 -0.69
C -0.511 -0.301 2.101 0.73
C -1.567 0.689 2.509 -0.51
C -2.902 -0.001 2.797 -0.40
C -2.976 -0.548 4.222 -0.41
C -2.025 -1.710 4.493 -0.42
C -0.543 -1.345 4.365 -0.25
N -0.100 -1.230 2.970 -0.49
H -1.197 1.223 3.399 0.28
H -1.688 1.433 1.718 0.20
H -3.708 0.731 2.653 0.26
H -3.084 -0.804 2.068 0.20
H -2.764 0.265 4.931 0.22
H -4.001 -0.889 4.413 0.26
H -2.185 -2.063 5.519 0.27
H -2.252 -2.551 3.825 0.21
H -0.346 -0.402 4.896 0.23
H 0.069 -2.129 4.830 0.26
H 0.690 -1.787 2.659 0.43
```

Below is C39H43As2CdClSi2 as an isolated structure, with properties calculated with wB97M-V/def2-TZVPD.

## Properties
E_HOMO (spin up / spin down) = -7.073 / -7.078 eV
gap between HOMO and LUMO (spin up / spin down) = 5.768 / 5.271 eV
lowest unoccupied orbital energy (spin up / spin down) = -1.3048 / -1.8078 eV
charge = 0
total energy = -7190.17826 Eh

```
88
Properties=species:S:1:pos:R:3:mulliken_charge:R:1
C 3.645 -2.206 -1.434 -0.25
C 2.509 -2.038 -2.280 -0.70
C 2.416 -0.652 -2.632 -0.15
H 1.800 -2.824 -2.586 0.41
C 3.499 0.034 -2.004 -0.72
C 4.255 -0.925 -1.255 -0.71
H 5.152 -0.711 -0.668 0.51
H 3.998 -3.152 -1.018 0.54
H 1.658 -0.194 -3.270 0.69
H 3.713 1.109 -2.081 0.57
Cd -1.115 0.765 4.342 -0.02
Si -0.016 0.190 -0.604 -1.62
C -1.373 -1.048 -0.990 2.20
C -2.305 -1.623 -0.106 -0.77
H -2.426 -1.231 0.899 0.40
C -3.140 -2.664 -0.494 -0.55
H -3.921 -3.032 0.168 0.44
C -2.963 -3.286 -1.745 -0.80
H -3.568 -4.145 -2.047 0.40
C -1.996 -2.764 -2.631 -0.84
H -1.817 -3.235 -3.606 0.38
C -1.276 -1.612 -2.284 -0.10
H -0.579 -1.200 -3.030 0.23
C 0.047 1.570 -1.861 1.92
C -0.828 1.784 -2.955 -0.31
H -1.745 1.178 -3.038 0.06
C -0.549 2.700 -3.996 -0.68
H -1.188 2.747 -4.893 0.37
C 0.576 3.536 -3.943 -0.57
H 0.865 4.158 -4.803 0.37
C 1.419 3.399 -2.837 -0.51
H 2.341 3.994 -2.776 0.38
C 1.129 2.467 -1.830 -0.32
H 1.822 2.469 -0.988 0.28
H 0.958 -0.780 -1.203 -0.37
Si -2.821 1.689 1.388 -0.23
C -2.609 3.216 0.349 0.54
C -3.681 3.682 -0.444 -0.16
H -4.674 3.219 -0.362 0.40
C -3.531 4.723 -1.357 -0.72
H -4.388 5.048 -1.963 0.37
C -2.293 5.345 -1.519 -0.49
H -2.146 6.091 -2.321 0.37
C -1.236 4.945 -0.702 -0.35
H -0.275 5.442 -0.829 0.36
C -1.383 3.918 0.234 -0.14
H -0.516 3.629 0.826 0.33
C -4.304 0.886 0.560 0.54
C -4.435 0.632 -0.837 0.16
H -3.594 0.861 -1.504 0.42
C -5.601 0.060 -1.360 -0.60
H -5.649 -0.173 -2.436 0.40
C -6.641 -0.259 -0.465 -0.45
H -7.540 -0.714 -0.873 0.37
C -6.554 0.033 0.901 -0.70
H -7.391 -0.196 1.575 0.36
C -5.369 0.569 1.411 -0.65
H -5.252 0.714 2.483 0.34
H 1.070 0.292 0.382 -0.23
Cl -3.165 2.460 3.326 -0.34
C 3.381 0.675 4.634 -1.26
As 2.376 0.372 2.994 0.45
C 3.375 1.601 1.835 -1.17
C 3.503 -1.206 2.463 0.05
C 4.889 -1.140 2.358 -0.24
C 5.639 -2.271 2.018 -0.65
C 4.988 -3.487 1.820 -0.65
C 3.581 -3.560 1.925 -0.21
C 2.830 -2.422 2.230 0.00
As 0.854 -2.475 2.385 0.45
C 0.589 -3.578 0.781 -0.77
C 0.848 -3.920 3.711 -1.31
H 2.850 1.457 5.178 0.40
H 4.402 0.998 4.447 0.41
H 3.372 -0.238 5.231 0.35
H 4.335 1.862 2.274 0.47
H 3.525 1.161 0.846 0.16
H 2.751 2.491 1.743 0.43
H 5.422 -0.212 2.531 0.24
H 6.729 -2.226 1.927 0.37
H 5.552 -4.392 1.552 0.35
H 3.093 -4.528 1.770 0.21
H 0.647 -4.623 1.071 0.52
H -0.402 -3.357 0.391 0.14
H 1.345 -3.344 0.035 0.06
H 1.158 -4.859 3.243 0.43
H 1.523 -3.669 4.530 0.33
H -0.172 -3.999 4.095 0.40
```

Below is C7H13N in the gas phase, with properties calculated with wB97M-V/def2-TZVPD.

## Properties
structure (SMILES) = C=C/C=C/CCCN
E_HOMO = -8.814 eV
ΔE to the lowest compared entry with this formula, charge and spin = 1.615 eV
gap between HOMO and LUMO = 9.917 eV
lowest unoccupied orbital energy = 1.1029 eV
charge = 0
total energy = -329.21210 Eh

```
21
Properties=species:S:1:pos:R:3:nbo_charge:R:1
C -2.975 0.415 1.487 -0.38
C -2.798 -0.401 0.462 -0.21
C -1.529 -0.442 -0.323 -0.23
C -0.577 -1.355 -0.217 -0.16
C 0.705 -1.361 -1.013 -0.44
C 1.823 -0.473 -0.471 -0.40
C 1.386 0.942 -0.070 -0.21
N 2.546 1.786 0.146 -0.86
H -2.204 1.119 1.794 0.19
H -3.927 0.562 1.993 0.20
H -3.561 -1.083 0.101 0.20
H -1.479 0.348 -1.059 0.20
H -0.763 -2.188 0.462 0.20
H 0.481 -1.073 -2.047 0.21
H 1.027 -2.399 -1.139 0.21
H 2.353 -0.924 0.365 0.20
H 2.548 -0.275 -1.256 0.21
H 0.821 1.399 -0.890 0.18
H 0.711 0.907 0.784 0.17
H 2.485 2.730 -0.189 0.37
H 2.927 1.765 1.079 0.36
```

Below is an isolated ion of composition C3H9N2O and charge +1, with properties calculated with wB97M-V/def2-TZVPD.

## Properties
structure (SMILES) = C[NH2+]CC(N)=O
E_HOMO = -14.615 eV
ΔE to the lowest compared entry with this formula, charge and spin = 1.265 eV
gap between HOMO and LUMO = 11.126 eV
lowest unoccupied orbital energy = -3.4889 eV
charge = +1
total energy = -304.20385 Eh

```
15
Properties=species:S:1:pos:R:3:nbo_charge:R:1
C 0.270 1.547 -1.450 -0.42
N -0.500 0.680 -0.480 -0.50
C -0.123 -0.779 -0.393 -0.33
C 0.538 -0.898 1.039 0.65
N -0.115 -1.586 1.970 -0.79
O 1.448 -0.112 1.228 -0.60
H 0.257 1.122 -2.457 0.24
H -0.188 2.540 -1.386 0.24
H 1.289 1.700 -1.033 0.26
H -1.472 0.834 -0.777 0.44
H -0.380 1.006 0.478 0.45
H -1.028 -1.355 -0.487 0.23
H 0.695 -1.181 -0.994 0.27
H 0.385 -1.648 2.851 0.43
H -1.076 -1.871 1.891 0.42
```